[1]
3 unconnected molecules or ions with the total composition C2H10NO2, computed with ωB97M-V/def2-TZVPD.

Computed properties:
* ΔE to the lowest compared entry with this formula, charge and spin: 59.7 kJ/mol
* total charge: +1
* 2S+1: 1
* Kohn-Sham gap: 11.163 eV
* M: 80.1 g mol⁻¹
* HOMO level: -15.68 eV

Cartesian coordinates (Å):
O  2.5543  -0.6692  0.3574
O  -0.0820  -1.2881  1.4743
N  -0.8235  0.5222  -0.2476
C  -1.6349  -0.0422  -1.3358
C  -0.4364  1.7226  -0.1496
H  3.2849  -0.4518  0.9556
H  -0.7412  -0.0312  0.6176
H  -2.5566  -0.4474  -0.9381
H  -1.8398  0.7861  -2.0130
H  -1.0402  -0.7640  -1.8896
H  -0.2507  -1.4567  2.4091
H  0.8820  -1.4016  1.4093
H  -0.0819  2.0489  0.8214
H  -0.2804  2.3484  -1.0228
H  3.0463  -0.8762  -0.4481

Charge distribution, natural (NBO) scheme, values in e: -0.9708, -0.9674, -0.3799, -0.4290, 0.1190, 0.4871, 0.4664, 0.2523, 0.2240, 0.2463, 0.4990, 0.5190, 0.2231, 0.2204, 0.4904


[2]
2 unconnected molecules or ions with the total composition C2H10NO2, computed with ωB97M-V/def2-TZVPD.

Computed properties:
* ΔE to the lowest compared entry with this formula, charge and spin: 93.7 kJ/mol
* total charge: +1
* 2S+1: 1
* Kohn-Sham gap: 10.887 eV
* M: 80.1 g mol⁻¹
* HOMO level: -14.53 eV

Cartesian coordinates (Å):
O  0.6418  -2.2400  2.8445
O  -0.2831  1.9782  -0.2882
N  0.6412  0.1808  -1.9396
C  -1.0620  0.7589  -0.2118
C  -0.1598  -0.3648  -0.8135
H  0.0228  2.3444  0.5249
H  1.5768  -0.1833  -1.8747
H  0.2304  -0.1681  -2.8032
H  0.5132  -1.3248  3.1216
H  -0.8459  -1.1569  -1.1158
H  0.5980  1.2079  -1.9516
H  0.4530  -0.7755  -0.0135
H  -1.1823  0.5899  0.8511
H  -1.8730  0.9268  -0.9169
H  0.4869  -2.8249  3.5870

Charge distribution, natural (NBO) scheme, values in e: -0.9567, -0.7647, -0.6735, -0.0751, -0.2740, 0.5044, 0.4511, 0.4435, 0.4685, 0.2400, 0.4743, 0.2442, 0.2244, 0.2046, 0.4892


[3]
3 unconnected molecules or ions with the total composition C2H10NO2, computed with ωB97M-V/def2-TZVPD.

Computed properties:
* ΔE to the lowest compared entry with this formula, charge and spin: 170.5 kJ/mol
* total charge: +2
* <S²>: 0.7529
* 2S+1: 2
* Kohn-Sham gap (alpha / beta): 8.626 / 4.517 eV
* M: 80.1 g mol⁻¹
* HOMO level (alpha / beta): -20.11 / -20.11 eV

Cartesian coordinates (Å):
O  2.9931  -0.1349  -0.1147
O  0.7634  -1.1600  0.5412
N  -1.1949  0.2843  -0.0820
C  -2.4031  -0.0907  -0.7410
C  -1.0943  1.5911  0.2912
H  -2.1309  -0.7312  -1.6101
H  1.6943  -0.9224  0.2093
H  -0.1774  -0.5609  0.3901
H  -2.8701  0.7907  -1.1886
H  3.6553  -0.0799  -0.8174
H  3.4862  0.1068  0.6898
H  -0.1926  1.9477  0.7932
H  -1.8428  2.3266  -0.0108
H  -3.0808  -0.5988  -0.0178
H  0.7254  -2.0662  0.8899

Charge distribution, natural (NBO) scheme, values in e: -0.9701, -0.8814, -0.1805, -0.4826, 0.3300, 0.3570, 0.5667, 0.5041, 0.2588, 0.5336, 0.5178, 0.2524, 0.2435, 0.3897, 0.5609


[4]
2 unconnected molecules or ions with the total composition C2H10NS2, computed with ωB97M-V/def2-TZVPD.

Computed properties:
* ΔE to the lowest compared entry with this formula, charge and spin: 110.2 kJ/mol
* total charge: +1
* 2S+1: 1
* Kohn-Sham gap: 9.470 eV
* M: 112.2 g mol⁻¹
* HOMO level: -12.86 eV

Cartesian coordinates (Å):
S  1.2426  -0.8741  1.3773
S  1.4918  0.4925  -0.2170
N  -1.4831  0.7107  -0.0977
C  2.1428  -2.3457  0.7261
C  -2.1698  1.8804  -0.7417
H  -1.5861  -0.1714  -0.6092
H  1.4186  -3.1438  0.9104
H  2.8416  0.7149  -0.3715
H  3.0872  -2.5628  1.2284
H  -2.7953  1.5476  -1.5745
H  -2.8622  2.4812  -0.1573
H  -1.3635  2.5599  -1.1232
H  2.4041  -2.4191  -0.3439
H  -0.4673  0.6995  0.1979
H  -1.9015  0.4304  0.7959

Charge distribution, natural (NBO) scheme, values in e: 0.1084, -0.2303, -0.7063, -0.7510, -0.4442, 0.4425, 0.2384, 0.2045, 0.2467, 0.2459, 0.2567, 0.2478, 0.2541, 0.4480, 0.4389


[5]
3 unconnected molecules or ions with the total composition C2H10O2, computed with ωB97M-V/def2-TZVPD.

Computed properties:
* ΔE to the lowest compared entry with this formula, charge and spin: 71.1 kJ/mol
* total charge: 0
* SMILES: CC.O.O
* 2S+1: 1
* Kohn-Sham gap: 12.006 eV
* M: 66.1 g mol⁻¹
* HOMO level: -11.43 eV

Cartesian coordinates (Å):
O  1.5956  0.5496  1.9945
O  -2.0091  -3.6380  0.9063
C  -0.0602  2.1720  -1.1073
C  0.6762  1.3808  -2.1661
H  -2.6864  -2.9266  0.9559
H  0.6686  0.5491  1.9241
H  1.8192  -0.4198  1.8576
H  0.1190  0.4616  -2.4421
H  1.7111  1.2137  -1.7172
H  0.7149  2.7045  -0.5877
H  -2.4092  -4.3900  1.3345
H  -0.8131  2.8302  -1.3800
H  0.9872  1.9743  -3.0839
H  -0.4994  1.3931  -0.4273

Charge distribution, natural (NBO) scheme, values in e: -0.9315, -0.9385, -0.6015, -0.6125, 0.4696, 0.4627, 0.4693, 0.2055, 0.2100, 0.2076, 0.4691, 0.2006, 0.2018, 0.1879


[6]
3 unconnected molecules or ions with the total composition C2H10O2S2, computed with ωB97M-V/def2-TZVPD.

Computed properties:
* ΔE to the lowest compared entry with this formula, charge and spin: 81.8 kJ/mol
* total charge: 0
* SMILES: CSSC.O.O
* 2S+1: 1
* Kohn-Sham gap: 8.367 eV
* M: 130.2 g mol⁻¹
* HOMO level: -8.17 eV

Cartesian coordinates (Å):
S  -1.8758  -3.4245  0.5273
S  -0.3207  -3.0625  -0.8558
O  2.7799  1.9296  0.7692
O  3.1119  4.9162  0.0971
C  -2.6364  -1.8222  0.9093
C  -1.0376  -1.5673  -1.6615
H  -0.8022  -0.7036  -1.0571
H  -3.2144  -1.4714  0.0626
H  -2.0956  -1.7011  -1.8410
H  -1.8692  -1.1006  1.1754
H  -3.3029  -2.0842  1.7281
H  3.9150  4.8187  0.6089
H  2.2943  1.2279  0.3212
H  -0.5579  -1.5767  -2.6043
H  2.6046  4.1030  0.2078
H  3.0071  1.5187  1.6129

Charge distribution, natural (NBO) scheme, values in e: 0.0617, 0.0630, -0.9478, -0.9544, -0.7379, -0.7212, 0.2126, 0.2131, 0.2219, 0.2185, 0.2399, 0.4663, 0.4742, 0.2285, 0.4861, 0.4755


[7]
3 unconnected molecules or ions with the total composition C2H10O2S2, computed with ωB97M-V/def2-TZVPD.

Computed properties:
* ΔE to the lowest compared entry with this formula, charge and spin: 80.2 kJ/mol
* total charge: 0
* SMILES: CCSS.O.O
* 2S+1: 1
* Kohn-Sham gap: 9.237 eV
* M: 130.2 g mol⁻¹
* HOMO level: -8.72 eV

Cartesian coordinates (Å):
S  -0.3466  0.6610  -2.8118
S  0.1994  -0.4009  -1.1245
O  -0.4892  -0.8143  7.6761
O  -1.7673  4.0949  1.1490
C  1.2265  -1.7664  -1.8485
C  1.7330  -2.6672  -0.7485
H  -1.9241  3.1648  0.9491
H  0.9392  0.9656  -3.0783
H  -2.6461  4.4743  1.0362
H  0.0339  -0.0828  8.0186
H  2.6254  -3.2210  -1.0350
H  0.9347  -3.3228  -0.4082
H  2.0745  -2.0883  0.1171
H  0.4425  -2.2439  -2.4424
H  1.9757  -1.4925  -2.5921
H  -0.0006  -1.1083  6.9010

Charge distribution, natural (NBO) scheme, values in e: -0.1303, 0.0626, -0.9345, -0.9318, -0.5129, -0.6346, 0.4669, 0.1274, 0.4649, 0.4674, 0.2246, 0.2186, 0.2140, 0.2152, 0.2156, 0.4671


[8]
3 unconnected molecules or ions with the total composition C2H10O3, computed with ωB97M-V/def2-TZVPD.

Computed properties:
* ΔE to the lowest compared entry with this formula, charge and spin: 51.7 kJ/mol
* total charge: 0
* SMILES: CCO.O.O
* 2S+1: 1
* Kohn-Sham gap: 10.754 eV
* M: 82.1 g mol⁻¹
* HOMO level: -9.98 eV

Cartesian coordinates (Å):
O  3.8118  -2.4968  -4.0690
O  -2.5796  -1.0292  3.1567
O  -0.2089  1.5344  1.7720
C  -0.6436  1.6946  -0.5595
C  -0.2547  0.7477  0.5992
H  -1.0065  -0.0495  0.6780
H  4.2830  -3.1701  -4.5723
H  -0.1686  0.9590  2.5482
H  -1.4028  1.2634  -1.2019
H  4.5120  -2.0767  -3.5422
H  -1.0216  2.5268  0.0247
H  0.2313  2.0157  -1.1234
H  -3.3508  -0.5746  3.5075
H  -2.8456  -1.4874  2.3489
H  0.6447  0.1427  0.4330

Charge distribution, natural (NBO) scheme, values in e: -0.9347, -0.9472, -0.7304, -0.6370, -0.0575, 0.1459, 0.4670, 0.4775, 0.2085, 0.4677, 0.2303, 0.2078, 0.4746, 0.4733, 0.1542